Record 1
2 unconnected molecules or ions with the total composition C5H16N2O. Source: the OMol25 dataset; level of theory: wB97M-V/def2-TZVPD.

## Properties
- SMILES = C[C@H](N)[C@@H](N)O.CC
- molecular weight (g mol⁻¹) = 120.2
- orbital gap (eV) = 10.46
- LUMO energy (eV) = 0.8076

Geometry as XYZ:
```
24
Properties=species:S:1:pos:R:3:lowdin_charge:R:1
C 0.68883 1.52324 2.27029 -0.0718
C 0.32985 1.38959 0.79126 -0.3168
N -0.78129 0.14015 0.19877 -0.0027
C 1.56815 1.42708 -0.12957 -0.4876
N 1.25469 1.30940 -1.53897 0.0600
O 2.30492 2.60011 0.12793 -0.0181
H 1.25316 2.44085 2.43376 0.0818
H -0.20876 1.56057 2.88790 0.0780
H 1.30372 0.67763 2.57997 0.0797
H -0.26994 2.27273 0.53051 0.1252
H -1.67526 0.43668 0.59535 0.0495
H 0.13395 -0.13110 0.82438 0.1124
H 2.20854 0.57543 0.13624 0.1472
H 0.55962 2.00918 -1.78826 0.0816
H 0.84160 0.40103 -1.71991 0.0684
H 2.37717 3.12368 -0.67806 0.0954
C -2.04863 -2.24822 -0.75587 -0.1918
C -0.93142 -3.20143 -1.14358 -0.1756
H -2.64565 -1.95519 -1.61340 0.0597
H -2.71145 -2.67906 -0.00683 0.0583
H -1.60679 -1.32952 -0.27078 -0.0038
H -0.30438 -3.43660 -0.28353 0.0588
H -0.30318 -2.76808 -1.91865 0.0552
H -1.33745 -4.13814 -1.52892 0.0570
```

Record 2
A molecular structure, C5H16N2O. Source: the OMol25 dataset; level of theory: wB97M-V/def2-TZVPD.

## Properties
- molecular weight (g mol⁻¹) = 120.2
- orbital gap (eV) = 9.64
- LUMO energy (eV) = 0.9255

Geometry as XYZ:
```
24
Properties=species:S:1:pos:R:3:lowdin_charge:R:1
N -0.61479 1.65162 -0.02962 0.0308
C 0.94895 0.96053 0.21413 -0.3124
C 1.76671 1.83503 1.16608 -0.0915
C 0.64646 -0.27376 1.17052 -0.2142
N -0.57453 -1.05333 0.91526 -0.0568
C -0.34762 -2.13176 -0.08198 -0.2769
C -0.16627 -1.73645 -1.53979 -0.0974
H -0.25957 2.59591 0.03542 0.0455
H -0.13521 0.82183 -0.47746 0.0089
H 1.60099 0.52693 -0.54757 0.1312
H 2.36023 2.55091 0.58209 0.0768
H 2.46201 1.31118 1.81799 0.0824
H 1.10148 2.48274 1.73114 0.0821
H 1.49275 -0.92934 1.04567 0.1072
H 0.58926 0.04754 2.22040 0.1138
H -1.27693 -0.47728 0.45960 0.0533
H -1.16800 -2.83828 0.03031 0.1041
H 0.54321 -2.68496 0.21379 0.0985
H -0.92103 -1.01824 -1.85115 0.0543
H 0.83348 -1.36664 -1.77152 0.0623
H -0.28055 -2.62664 -2.15909 0.0718
H -3.61007 0.82069 -1.32827 0.0336
H -2.19620 1.13855 -0.77454 -0.0056
O -2.79478 0.39323 -1.04142 -0.1017
```

| no. | electronic energy (hartree) |
| --- | --- |
| 1 | -384.72903 |
| 2 | -384.69176 |